# 1
Below is a molecular structure, C28H24N2O11P3Ta at a distorted geometry, with properties calculated with ωB97M-V/def2-TZVPD.

CARTESIAN COORDINATES (ANGSTROEM)
Ta 0.15 2.18 -0.21
P 0.59 -1.14 -0.12
P 2.26 3.86 -1.22
P 0.69 2.18 -2.95
O 0.25 2.04 1.87
O 1.16 3.79 -0.12
O 3.98 0.80 -0.06
O 3.65 3.59 -0.58
O 2.14 5.04 -2.08
O 1.84 1.32 0.09
O -1.35 3.26 -0.57
O -0.09 1.33 -1.89
O 2.07 2.51 -2.15
O -0.05 3.59 -2.91
O 0.90 1.61 -4.26
N -1.42 0.49 1.84
N -1.64 1.10 0.64
C -0.44 -5.06 2.11
C -0.06 -1.15 5.45
C 0.18 -2.71 0.74
C -1.31 -3.98 2.16
C 1.98 0.09 5.16
C -0.99 -2.81 1.48
C 1.23 -0.85 5.86
C -3.22 1.86 -0.97
C 0.72 -4.98 1.36
C -2.50 3.06 -1.19
C -0.37 1.03 2.41
C 0.82 -1.76 -1.82
C -4.93 2.59 -2.52
C 1.86 -1.31 -2.63
C -0.61 -0.53 4.34
C 2.37 -0.95 0.43
C -0.13 -2.63 -2.36
C -3.05 4.03 -2.04
C 1.03 -3.82 0.68
C -2.80 1.00 0.10
C 1.44 0.72 4.06
C 1.97 -1.75 -3.94
C -0.02 -3.06 -3.68
C 1.04 -2.63 -4.46
C -4.23 3.79 -2.70
C 0.14 0.41 3.64
C 2.83 0.46 0.12
C -4.43 1.65 -1.64
H -4.97 0.72 -1.47
H -0.64 -1.88 6.00
H 2.99 0.32 5.48
H -5.85 2.41 -3.04
H 3.05 -1.69 0.01
H 2.00 1.46 3.50
H -3.52 0.32 0.56
H -2.22 -4.04 2.73
H -0.95 -2.97 -1.75
H 1.40 -5.83 1.31
H -1.61 -0.76 4.01
H 3.85 2.64 -0.36
H 2.59 -0.61 -2.24
H 1.65 -1.34 6.73
H 2.36 -1.05 1.52
H -0.68 -5.97 2.65
H -1.66 -1.96 1.53
H 0.58 4.35 -2.98
H -0.75 -3.74 -4.08
H 1.13 -2.97 -5.49
H 2.79 -1.39 -4.56
H -2.50 4.95 -2.18
H 1.93 -3.77 0.08
H -4.62 4.53 -3.39

orbital gap	7.89	eV
max |F|	5.19	eV/A



# 2
Below is a molecular structure, C28H24N2O2PRhSe2 at a distorted geometry, with properties calculated with ωB97M-V/def2-TZVPD.

CARTESIAN COORDINATES (ANGSTROEM)
Rh -0.16 0.03 0.12
Se -2.74 -0.13 -0.06
Se -0.28 -2.87 -0.05
P -2.36 -2.30 -0.01
O 0.16 -0.35 2.09
O -0.38 2.27 -0.05
N 2.09 -0.42 -0.02
N 0.36 0.39 -1.87
C -4.39 -3.72 3.87
C -1.13 2.73 -0.96
C -2.50 -3.75 2.39
C 3.59 -0.12 3.28
C -3.11 -4.14 3.57
C 1.37 -0.52 -2.34
C -0.40 1.07 -2.68
C -4.39 -3.76 -3.87
C 2.90 -0.27 0.96
C 1.20 -0.23 2.83
C 3.36 -0.03 4.63
C -3.21 -2.99 -1.48
C 2.55 -0.22 2.35
C -2.83 3.86 -2.93
C -2.54 -3.83 -2.36
C -4.49 -2.55 -1.80
C -3.19 -2.93 1.50
C -1.89 3.92 -0.72
C -2.11 2.73 -3.22
C 2.05 -0.03 5.10
C -4.48 -2.51 1.80
C 2.57 -0.43 -1.38
C -3.12 -4.21 -3.55
C -5.08 -2.91 2.98
C -5.08 -2.95 -2.99
C 1.00 -0.13 4.23
C -1.23 2.15 -2.28
C -2.69 4.47 -1.68
H 3.15 0.47 -1.60
H -4.99 -1.83 1.13
H -3.25 5.37 -1.47
H -4.84 -4.03 -4.82
H -3.50 4.27 -3.67
H 4.19 0.03 5.32
H 4.61 -0.12 2.92
H -6.08 -2.59 3.21
H 1.68 -0.28 -3.37
H -4.86 -4.01 4.80
H -1.79 4.36 0.26
H -0.02 -0.13 4.58
H -2.57 -4.76 4.27
H -0.39 0.82 -3.75
H 3.23 -1.30 -1.54
H 0.99 -1.56 -2.33
H -1.49 -4.06 2.17
H -2.21 2.25 -4.18
H -1.54 -4.17 -2.11
H 1.86 0.03 6.16
H -2.58 -4.85 -4.23
H -5.02 -1.88 -1.14
H 3.98 -0.14 0.75
H -6.08 -2.61 -3.23

spin multiplicity	5
orbital gap (alpha / beta)	7.60 / 5.61	eV
max |F|	1.90	eV/A



# 3
Below is a molecular structure, C28H24N4O3Pd, with properties calculated with ωB97M-V/def2-TZVPD.

CARTESIAN COORDINATES (ANGSTROEM)
Pd -0.32 -0.06 0.02
O 0.84 -2.90 2.62
O -4.00 1.54 0.07
O -0.54 -2.30 -2.21
N -1.94 0.98 -0.55
N -0.06 -2.78 -3.29
N 0.84 -1.27 1.12
N -1.65 -0.81 1.24
C -0.31 -3.19 -5.61
C 0.91 -3.88 -5.58
C 2.55 -0.89 -1.18
C 0.18 -2.01 1.95
C -0.16 3.14 -0.29
C -2.89 -0.32 1.20
C -2.97 0.76 0.19
C 0.87 4.08 -0.26
C -1.27 -1.75 2.10
C 4.45 -1.59 -2.47
C -2.21 2.15 -1.41
C 2.21 -2.91 2.05
C 4.15 -2.38 -0.22
C -0.78 -2.65 -4.46
C -2.17 -2.28 3.00
C -3.48 -1.79 2.97
C 2.98 -1.65 -0.09
C 0.97 5.04 -1.25
C 4.88 -2.36 -1.40
C 1.15 -3.44 -3.25
C -1.09 3.16 -1.33
C -0.98 4.13 -2.32
C 3.28 -0.85 -2.36
C 1.64 -4.00 -4.39
C 2.28 -1.60 1.24
C 0.03 5.07 -2.28
C -3.85 -0.80 2.07
C -3.59 2.61 -0.88
H 1.58 4.06 0.56
H -4.21 -2.19 3.66
H 5.04 -1.54 -3.38
H 2.95 -0.22 -3.17
H 2.28 -3.80 1.43
H 2.90 -2.96 2.89
H -1.72 -2.12 -4.35
H -1.70 4.15 -3.14
H -3.54 3.53 -0.30
H -0.88 -3.10 -6.52
H -1.87 -3.05 3.70
H -0.27 2.46 0.55
H 1.63 -0.29 -1.16
H 1.76 5.78 -1.21
H 1.29 -4.33 -6.49
H 0.10 5.83 -3.04
H -2.29 1.79 -2.44
H 2.74 -0.81 1.85
H 5.80 -2.93 -1.48
H -4.86 -0.39 2.06
H 4.53 -2.97 0.61
H 1.62 -3.47 -2.28
H -4.36 2.68 -1.64
H 2.58 -4.53 -4.36

total charge	+3
spin multiplicity	2
orbital gap (alpha / beta)	6.29 / 4.36	eV
max |F|	0.50	eV/A



# 4
Below is a molecular structure, C28H25AuN3O5 at a distorted geometry, with properties calculated with ωB97M-V/def2-TZVPD.

CARTESIAN COORDINATES (ANGSTROEM)
Au -0.89 -16.99 -9.86
O 1.62 -11.69 -10.93
O -2.74 -16.00 -9.67
O -3.72 -13.98 -9.70
O 1.57 -12.45 -8.80
O -3.32 -15.64 -12.95
N -0.64 -16.74 -11.99
N -5.68 -12.41 -14.63
N -5.46 -14.95 -13.35
C 0.48 -12.36 -10.75
C -0.49 -12.59 -11.75
C 1.31 -18.35 -12.08
C -5.79 -12.46 -13.30
C 1.00 -17.60 -9.64
C 3.24 -17.83 -10.59
C 0.47 -12.91 -9.46
C -5.84 -11.22 -15.24
C 3.78 -17.57 -9.38
C 2.47 -11.84 -9.77
C -1.54 -13.44 -11.32
C -0.50 -18.32 -13.66
C -6.16 -11.30 -12.56
C 2.97 -17.26 -8.29
C -6.42 -10.11 -13.23
C -2.78 -14.71 -9.75
C -0.65 -13.68 -9.03
C 0.01 -19.37 -14.43
C 1.78 -19.45 -12.76
C -1.54 -13.93 -10.03
C 1.80 -17.93 -10.77
C 1.19 -19.91 -13.94
C -4.65 -17.02 -14.44
C 0.11 -17.82 -12.58
C -5.49 -13.75 -12.52
C 1.61 -17.20 -8.49
C -4.43 -15.82 -13.49
C -6.27 -10.06 -14.59
H -4.13 -17.84 -14.00
H -6.24 -11.39 -11.49
H 3.23 -12.49 -10.10
H 2.62 -19.90 -12.32
H 1.05 -16.93 -7.58
H -0.61 -14.18 -8.04
H -6.35 -15.25 -13.67
H -6.78 -9.26 -12.69
H 2.60 -10.77 -9.50
H 3.46 -17.13 -7.34
H -5.79 -11.31 -16.34
H 1.62 -20.83 -14.29
H -0.49 -19.79 -15.31
H -6.32 -13.72 -11.82
H -4.61 -13.51 -11.90
H -5.71 -17.24 -14.51
H -6.59 -9.21 -15.15
H -1.41 -17.96 -14.06
H -0.50 -12.09 -12.74
H -4.26 -16.77 -15.46
H 3.85 -17.96 -11.53
H -1.58 -16.60 -12.36
H -2.21 -13.80 -12.12
H -0.22 -15.84 -11.97
H 4.85 -17.51 -9.30

total charge	+1
spin multiplicity	3
orbital gap (alpha / beta)	7.79 / 4.44	eV
max |F|	4.79	eV/A



Number 2 is which compound?
C28H24N2O2PRhSe2